Entry 1:
The following is a quantum chemistry calculation of C41H56GeN8O2PSTi as an isolated structure in a non-equilibrium geometry, from the OMol25 dataset.

Element x y z (Å)
Ti: 0.74657 1.12976 0.96129
C: 0.58850 3.72780 3.14848
N: 1.43497 2.60792 2.70461
C: 2.76212 3.17012 2.40601
C: 1.54871 1.62114 3.79274
C: 0.28633 0.78076 3.92033
N: 0.10769 -0.13860 2.76959
C: 0.97396 -1.31640 2.93780
C: -1.29152 -0.60246 2.72902
H: 1.09399 4.27824 3.95212
H: -0.37064 3.37715 3.51463
H: 0.40427 4.40739 2.31891
H: 3.22348 3.56157 3.32320
H: 2.64130 3.99410 1.70230
H: 3.38571 2.40735 1.95567
H: 1.74458 2.12359 4.75090
H: 2.40572 0.98547 3.56748
H: -0.59659 1.41671 3.97381
H: 0.33115 0.19649 4.84887
H: 0.63936 -1.89886 3.80531
H: 0.93026 -1.93400 2.04345
H: 2.00435 -1.00807 3.08635
H: -1.51539 -1.21012 3.61495
H: -1.43511 -1.21253 1.83770
H: -1.96078 0.25301 2.70224
N: -7.43815 2.31911 -1.40677
C: -6.30875 2.52008 -0.62842
C: -5.67755 3.76602 -0.59891
C: -4.52157 3.95204 0.13596
C: -3.97598 2.89507 0.85100
C: -4.60542 1.65557 0.84393
C: -5.75626 1.46493 0.10338
S: -2.53276 3.11802 1.82917
O: -2.70423 2.31110 3.01341
O: -2.32151 4.53070 1.99171
N: -1.29619 2.42332 1.01599
C: -0.73199 3.20383 0.04082
N: 0.56612 2.89574 -0.18884
C: 1.25412 3.60782 -1.06866
C: 0.67061 4.64089 -1.77290
C: -0.68490 4.84421 -1.52742
N: -1.38767 4.14581 -0.65337
H: -7.96093 3.14065 -1.65798
H: -8.01465 1.53008 -1.16889
H: -6.10045 4.59273 -1.15779
H: -4.02805 4.91335 0.15836
H: -4.19206 0.83771 1.41903
H: -6.23751 0.49360 0.09401
H: 2.29370 3.32447 -1.19695
H: 1.22581 5.23911 -2.47869
H: -1.23127 5.60695 -2.07468
N: -2.44736 -0.10356 -0.73453
C: -2.63657 -1.22179 -1.51848
C: -3.84618 -1.30811 -2.23555
C: -4.16332 -2.42567 -2.97216
C: -3.29068 -3.51296 -3.01439
C: -2.10711 -3.43039 -2.31155
C: -1.73578 -2.29936 -1.57195
P: -0.13120 -2.30016 -0.66144
C: -0.26555 -3.96247 0.11138
C: -1.35210 -4.16427 0.96764
C: -1.51525 -5.36113 1.64242
C: -0.58475 -6.38260 1.48516
C: 0.49992 -6.19136 0.64654
C: 0.65895 -4.98978 -0.03679
C: 1.08438 -2.57005 -2.00549
C: 2.42737 -2.67450 -1.63951
C: 3.41205 -2.88808 -2.59272
C: 3.07733 -2.96386 -3.93747
C: 1.75254 -2.81386 -4.31920
C: 0.76521 -2.61912 -3.36122
H: -1.51788 0.12650 -0.42953
H: -3.01493 0.70429 -0.93004
H: -4.53591 -0.47246 -2.18379
H: -5.10270 -2.45912 -3.51067
H: -3.53267 -4.39964 -3.58427
H: -1.42934 -4.27755 -2.32348
H: -2.09340 -3.38100 1.08808
H: -2.37141 -5.49825 2.29097
H: -0.71017 -7.31965 2.01214
H: 1.23157 -6.97859 0.51449
H: 1.50682 -4.87040 -0.69889
H: 2.70580 -2.57109 -0.59742
H: 4.44427 -2.99147 -2.28448
H: 3.84611 -3.12966 -4.68152
H: 1.47907 -2.86243 -5.36675
H: -0.26269 -2.50277 -3.67862
C: 2.07151 1.64087 -4.39233
C: 0.77325 0.88251 -4.12043
C: 0.55676 0.67736 -2.68890
N: 0.39853 0.53261 -1.56361
H: 2.22467 1.72838 -5.46700
H: 2.92313 1.11279 -3.96465
H: 2.03695 2.64401 -3.96828
H: 0.79512 -0.10627 -4.58036
H: -0.09621 1.40940 -4.51615
C: 5.22434 0.58007 2.47641
Ge: 4.15324 -0.37453 1.11345
C: 4.05532 -2.20389 1.85829
C: 5.41575 -0.50336 -0.39260
C: 2.52202 0.46122 0.57537
H: 6.12583 -0.00742 2.66785
H: 4.70521 0.71451 3.42810
H: 5.53510 1.56429 2.12012
H: 4.97542 -2.72742 1.58700
H: 3.21122 -2.78711 1.48691
H: 3.99765 -2.18901 2.94864
H: 6.42947 -0.66476 -0.01853
H: 5.40897 0.41574 -0.98212
H: 5.16279 -1.32933 -1.05750
H: 2.76402 0.90524 -0.41082

Atomic forces in eV per Å
1.2 -0.5 0.1
0.0 -0.1 0.0
-0.1 -0.2 0.1
-0.1 0.0 0.0
-0.1 -0.1 0.0
0.1 -0.1 0.0
-0.1 0.2 0.1
0.0 0.1 -0.1
0.1 0.0 0.0
0.0 0.0 0.0
0.0 0.0 0.0
0.0 0.0 0.0
0.0 0.0 0.0
0.0 0.0 0.0
0.0 0.0 0.0
0.0 0.0 0.0
0.0 0.0 0.0
0.0 0.0 0.0
0.0 0.0 0.0
0.0 0.0 0.0
0.0 0.0 0.0
0.0 0.0 0.0
0.0 0.0 0.0
0.0 0.0 0.0
0.0 0.0 0.0
0.0 0.0 -0.1
0.0 0.0 0.0
0.0 0.0 0.0
0.1 0.0 0.0
-0.2 0.0 0.0
0.0 0.0 0.0
0.0 0.0 0.0
0.1 -0.4 -0.2
0.0 0.0 0.1
0.0 0.0 0.1
0.2 0.7 -0.5
-0.2 0.0 -0.1
-0.1 0.5 0.0
0.1 0.0 0.0
-0.1 0.0 0.1
0.1 0.1 -0.1
-0.1 0.0 0.1
0.0 0.0 0.0
0.0 0.0 0.0
0.0 0.0 0.0
0.0 0.0 0.0
0.0 0.0 0.0
0.0 0.0 0.0
0.0 0.0 0.0
0.0 0.0 0.0
0.0 0.0 0.0
0.1 -0.1 0.1
-0.1 0.1 0.1
0.0 0.0 0.0
0.0 0.0 0.0
0.0 0.1 0.0
0.1 -0.1 0.0
0.0 -0.1 0.0
-0.5 0.1 0.0
0.0 0.0 0.0
0.0 0.0 0.0
0.0 0.0 0.0
0.0 0.0 0.0
0.0 0.0 0.0
0.0 0.0 0.0
0.1 0.0 0.0
0.0 0.0 0.0
0.0 0.0 0.0
0.0 0.0 0.0
0.0 0.0 0.0
0.0 0.0 0.0
0.0 -0.1 -0.1
0.0 0.0 0.0
0.0 0.0 0.0
0.0 0.0 0.0
0.0 0.0 0.0
0.0 0.0 0.0
0.0 0.0 0.0
0.0 0.0 0.0
0.0 0.0 0.0
0.0 0.0 0.0
0.0 0.0 0.0
0.0 0.0 0.0
0.0 0.0 0.0
0.0 0.0 0.0
0.0 0.0 0.0
0.0 0.0 0.0
0.0 0.0 0.0
0.0 -0.1 0.1
-0.1 0.0 -0.1
-0.2 0.2 0.3
0.0 0.0 0.0
0.0 0.0 0.0
0.0 0.0 0.0
0.0 0.0 0.0
0.0 0.0 0.0
0.0 0.1 0.1
0.1 0.0 0.0
0.0 -0.1 0.0
0.1 0.0 -0.1
-0.2 0.1 0.3
0.0 0.0 0.0
0.0 0.0 0.0
0.0 0.0 0.0
0.0 0.0 0.0
0.0 0.0 0.0
0.0 0.0 0.0
0.0 0.0 0.0
0.0 0.0 0.0
0.0 0.0 0.0
-0.2 0.0 0.0

Results
M: 876.5 g mol⁻¹
HOMO (alpha / beta): -0.2275 / -0.2289 Eh
Max |F|: 1.4 eV/Å
2S+1: 2
LUMO (alpha / beta): 0.45 / 0.42 eV
Kohn-Sham gap (alpha / beta): 6.64 / 6.65 eV
Charge: 0
Energy relative to the best compared isomer or geometry (same formula, charge and spin): 0.234 eV

Atom charges from the Mulliken analysis, given in e for atoms 1 to 6:
1 Ti 0.76
2 C -1.49
3 N 0.87
4 C -1.08
5 C -0.07
6 C -1.33

Entry 2:
The following is a quantum chemistry calculation of a 2-piece molecular cluster, C24H41F8N2O4 overall in a non-equilibrium geometry, from the OMol25 dataset.

Element x y z (Å)
C: 6.01234 -1.31470 0.88195
O: 5.83164 0.08333 0.98032
C: 5.53936 0.60070 -0.30830
C: 5.23376 2.07730 -0.25878
C: 4.75477 2.62330 -1.63169
C: 3.20895 2.65767 -1.70675
C: 2.62976 2.11551 -3.01583
C: 2.97495 0.62142 -3.28153
C: 1.71611 -0.26973 -3.21290
C: 1.50098 -0.60568 -1.72279
C: 0.50115 -1.76521 -1.49854
C: -0.48320 -1.57501 -0.32997
C: 0.00225 -1.03361 1.02471
F: 0.25185 0.25396 0.96776
F: -1.01693 -1.17089 1.89386
C: 1.23626 -1.71345 1.67049
F: 1.32614 -1.22096 2.89736
F: 2.37085 -1.43256 1.06123
C: 1.14724 -3.25512 1.83437
F: -0.01451 -3.66334 2.29177
F: 2.05368 -3.59841 2.70452
F: 1.44089 -3.89056 0.71958
C: -1.19867 -2.91736 -0.30376
N: -2.45902 -2.91661 -0.36951
C: -2.98796 -1.55005 -0.40246
F: -3.98074 -1.53424 -1.33195
C: -1.76189 -0.66863 -0.61317
C: -1.86417 -0.00908 -1.99794
C: -2.73193 1.26461 -1.97080
O: -3.76160 1.21420 -1.00049
C: -1.89680 2.56415 -1.78110
N: -2.11180 3.22970 -0.49586
H: 5.06739 -1.81234 0.62489
H: 6.33151 -1.66763 1.85907
H: 6.76801 -1.56883 0.13217
H: 4.67317 0.03803 -0.68877
H: 6.41117 0.45830 -0.95922
H: 6.12990 2.63811 0.00828
H: 4.47137 2.32032 0.48097
H: 5.17648 3.62118 -1.73727
H: 5.16987 2.02914 -2.44917
H: 2.82387 2.08485 -0.85971
H: 2.87167 3.69085 -1.61116
H: 1.53693 2.15450 -2.93485
H: 2.89480 2.71766 -3.88352
H: 3.46946 0.51971 -4.24746
H: 3.69777 0.28357 -2.54172
H: 1.93669 -1.18290 -3.76783
H: 0.86119 0.26320 -3.62532
H: 2.47147 -0.94752 -1.37397
H: 1.25469 0.31284 -1.19095
H: 1.05730 -2.69876 -1.43332
H: -0.10875 -1.84914 -2.40222
H: -0.72404 -3.89394 -0.27921
H: -3.05013 -3.74281 -0.40053
H: -3.50203 -1.30108 0.52829
H: -1.92696 0.16581 0.06229
H: -2.24053 -0.67104 -2.77886
H: -0.87305 0.28761 -2.34004
H: -3.21278 1.33844 -2.94748
H: -4.59954 0.96625 -1.40704
H: -2.19932 3.25707 -2.56457
H: -0.82892 2.35920 -1.94921
H: -1.65734 2.73062 0.26436
H: -1.60421 4.10905 -0.54447
O: -7.65727 1.09754 4.32773
C: -6.59252 0.55148 4.32097
O: -5.49133 1.25135 3.95803
C: -4.16153 0.75916 4.09182
C: -3.75461 -0.07448 2.89277
C: -6.46183 -0.92512 4.62325
H: -4.03358 0.22411 5.03395
H: -3.52499 1.64144 4.14959
H: -4.38612 -0.96099 2.79180
H: -2.72129 -0.39493 2.98525
H: -3.86631 0.50949 1.97415
H: -6.67245 -1.49177 3.71666
H: -7.19748 -1.18253 5.38130
H: -5.48959 -1.21567 5.01650

Atomic forces in eV per Å
0.0 0.1 0.4
0.0 0.0 -0.4
-0.1 0.1 0.5
0.2 0.6 -0.6
-0.2 -0.2 0.6
0.5 0.2 -0.7
-0.3 -0.8 0.3
-0.4 0.7 -0.4
1.1 0.0 0.8
0.1 -0.4 -0.7
0.2 1.2 -0.4
-2.0 -0.3 -0.8
0.6 -1.6 -0.1
0.5 1.3 -0.5
-0.5 -0.5 0.5
-0.8 -0.4 0.5
-0.2 0.4 1.0
0.6 0.2 -1.0
1.0 0.5 0.6
-1.3 -0.1 -0.1
1.0 -0.3 1.0
-0.3 -0.4 -1.4
1.3 -1.0 1.0
-0.3 0.9 -0.1
-1.2 0.2 1.0
0.3 -0.1 -0.6
-0.6 0.7 -1.5
0.4 0.1 -0.3
-0.2 0.4 -0.4
0.0 -0.3 0.4
0.1 -0.1 0.3
0.4 0.1 -0.1
0.0 0.0 -0.1
0.1 -0.1 0.0
0.0 0.0 0.0
0.1 0.0 -0.3
-0.2 -0.2 -0.2
0.1 -0.2 0.3
0.0 -0.2 0.2
-0.2 0.1 -0.2
0.0 -0.1 0.0
-0.2 0.0 0.0
-0.1 0.0 0.3
0.0 0.3 -0.1
0.2 0.2 0.1
-0.1 0.0 -0.1
0.1 -0.1 0.0
-0.4 -0.1 -0.1
-0.1 -0.2 -0.3
0.0 0.1 0.3
-0.1 -0.1 0.1
-0.1 -0.1 0.3
-0.1 -0.1 0.1
0.3 0.2 0.0
0.0 0.0 0.0
0.3 -0.3 0.2
0.6 -0.2 0.4
0.0 -0.3 0.2
0.0 0.0 0.1
0.2 0.0 -0.1
0.2 0.1 0.0
0.0 0.1 0.1
-0.1 -0.2 -0.2
-0.1 -0.1 -0.1
-0.2 0.1 0.1
0.2 0.1 -0.1
-0.2 -0.3 -0.1
0.0 0.3 0.1
0.0 -0.1 -0.1
-0.2 -0.1 -0.2
0.2 0.0 0.4
0.0 -0.1 0.0
-0.1 0.1 0.0
0.0 0.0 0.1
0.0 0.0 0.1
0.0 0.1 0.1
0.0 0.0 0.0
-0.1 0.0 -0.2
0.0 0.0 -0.2

Results
M: 573.6 g mol⁻¹
HOMO: -0.4360 Eh
Max |F|: 2.2 eV/Å
LUMO: -4.76 eV
Kohn-Sham gap: 7.10 eV
Charge: +1

Atom charges from the Mulliken analysis, given in e for atoms 1 to 6:
1 C -0.53
2 O -0.43
3 C 0.58
4 C -0.76
5 C -0.80
6 C -0.31

Entry 3:
The following is a quantum chemistry calculation of one molecule with the formula CH2N4O in a non-equilibrium geometry, from the OMol25 dataset.

Element x y z (Å)
C: -0.87094 -0.68517 -0.16050
H: 1.41039 1.47617 -0.25002
H: 0.97706 -1.24347 -0.26978
N: -1.19120 0.65254 0.67974
N: -0.06409 1.12679 0.86711
N: 0.84191 0.71355 0.15261
N: 0.48638 -0.42728 -0.68647
O: -1.58951 -1.61313 -0.33269

Atomic forces in eV per Å
-0.5 2.8 -0.2
-0.1 -1.1 0.2
0.3 0.7 -0.8
-0.3 -3.9 0.1
-4.5 4.0 1.9
5.7 -2.5 -3.4
-1.4 -0.3 2.1
0.7 0.4 0.1

Results
M: 86.1 g mol⁻¹
HOMO: -0.3661 Eh
Max |F|: 7.1 eV/Å
LUMO: 0.47 eV
Kohn-Sham gap: 10.43 eV
Charge: 0
Energy relative to the best compared isomer or geometry (same formula, charge and spin): 2.250 eV

Atom charges from the Mulliken analysis, given in e for atoms 1 to 6:
1 C 0.41
2 H 0.28
3 H 0.33
4 N -0.18
5 N -0.19
6 N 0.06